*a*
ORCA calculation (ωB97M-V with the def2-TZVPD basis set) on C4H11NOS as an isolated structure.

- HOMO energy: -7.942 eV
- Net charge: 0
- Spin multiplicity: 1

Positions of all 18 atoms, in Å:
C 0.860 -1.389 0.188
C 1.594 0.577 -1.252
C 0.235 1.024 0.840
C 0.605 0.037 -0.238
N -2.993 -0.255 0.559
O -1.011 -0.287 -1.099
S -2.195 0.675 -0.693
H 1.473 -1.386 1.076
H -0.159 -1.766 0.407
H 1.242 -2.098 -0.523
H 1.381 1.587 -1.652
H 1.898 0.038 -2.126
H 2.556 0.660 -0.703
H -0.854 1.011 0.828
H 0.528 0.842 1.878
H 0.444 2.027 0.578
H -2.590 -0.049 1.498
H -3.014 -1.246 0.435

*b*
ORCA calculation (ωB97M-V with the def2-TZVPD basis set) on one molecule with the formula C4H11NOS.

- HOMO energy: -8.822 eV
- Net charge: 0
- Spin multiplicity: 1

Positions of all 18 atoms, in Å:
C 0.527 0.818 -1.921
N -0.524 -0.070 -1.426
C -0.355 -0.524 0.035
C 1.063 -0.813 0.501
S 1.174 -2.415 1.372
C -0.954 0.777 0.648
O -0.893 0.709 2.121
H 0.229 1.328 -2.821
H 0.610 1.681 -1.260
H 1.474 0.293 -2.125
H -0.426 -0.920 -1.975
H -1.152 -1.231 0.228
H 1.325 -0.045 1.239
H 1.674 -0.682 -0.374
H 0.319 -2.060 2.351
H -0.332 1.644 0.476
H -1.993 0.938 0.419
H -1.765 0.571 2.511

*c*
ORCA calculation (ωB97M-V with the def2-TZVPD basis set) on a 2-piece molecular cluster, C4H11NOS overall.

- HOMO energy: -8.549 eV
- Net charge: 0
- Spin multiplicity: 1

Positions of all 18 atoms, in Å:
C 0.127 -1.797 -2.772
C 0.295 -1.012 -1.488
N 1.608 -0.887 -0.990
O -0.659 -0.648 -0.822
H 1.093 -1.924 -3.199
H -0.281 -1.209 -3.543
H -0.572 -2.569 -2.577
H 1.710 0.019 -0.533
H 1.738 -1.597 -0.247
C -0.034 2.274 1.682
C -0.479 0.825 1.930
S -2.277 0.652 1.667
H -0.613 2.996 2.281
H -0.112 2.533 0.614
H 1.022 2.413 1.986
H 0.113 0.099 1.338
H -0.205 0.523 2.931
H -2.472 -0.689 1.742

*d*
ORCA calculation (ωB97M-V with the def2-TZVPD basis set) on C4H11NOS as an isolated structure.

- HOMO energy: -9.391 eV
- Net charge: 0
- Spin multiplicity: 1

Positions of all 18 atoms, in Å:
C -1.719 -0.821 -0.493
C 0.845 -0.978 -0.818
C 1.094 1.790 0.809
C -0.390 -0.176 -0.414
N 0.161 -0.128 2.193
O -1.516 1.663 1.061
S -0.391 0.794 1.120
H -1.745 -1.721 0.208
H -2.550 0.042 -0.272
H -1.966 -1.335 -1.452
H 1.531 -0.492 -1.591
H 0.583 -1.905 -1.144
H 1.513 -1.319 0.016
H 1.110 2.689 1.481
H 1.995 1.310 1.083
H 1.169 1.980 -0.360
H -0.400 0.840 -1.370
H -0.446 -0.815 2.539

Energetically preferred structure: *c* | next structure: +16.9 kcal/mol